i.
Formula: C4H10O2
Source: the OMol25 dataset
Level of theory: ωB97M-V/def2-TZVPD

The geometry in ORCA input format:
```
! wB97M-V def2-TZVPD RIJCOSX def2/J DEFGRID3
* xyz 0 1
C 2.03 0.70 -1.03
O 0.67 0.37 -0.93
C 0.43 -0.69 -0.01
C -1.06 -0.94 0.09
C -1.81 0.17 0.83
O -1.53 1.47 0.35
H 2.63 -0.16 -1.38
H 2.11 1.51 -1.76
H 2.43 1.04 -0.07
H 0.84 -0.41 0.97
H 0.96 -1.60 -0.34
H -1.45 -1.10 -0.92
H -1.21 -1.88 0.65
H -2.89 0.00 0.72
H -1.59 0.08 1.91
H -0.61 1.49 0.02
*
```

Calculated values
SMILES string: COCCCO
HOMO-LUMO gap in eV: 10.86
LUMO in eV: 0.97



ii.
Formula: C4H10O2
Source: the OMol25 dataset
Level of theory: ωB97M-V/def2-TZVPD

The geometry in ORCA input format:
```
! wB97M-V def2-TZVPD RIJCOSX def2/J DEFGRID3
* xyz 0 1
C -1.15 -1.70 1.30
O -1.22 -0.87 0.15
C -0.91 0.43 0.35
C -0.89 1.32 -0.64
C 1.66 0.72 -1.84
O 2.64 0.84 -1.15
H -1.69 -1.25 2.14
H -1.63 -2.64 1.03
H -0.11 -1.89 1.59
H 1.48 -0.31 1.36
H -0.68 0.71 1.38
H -1.13 1.03 -1.66
H -0.62 2.35 -0.44
H 1.09 -0.22 -1.93
H 1.27 1.57 -2.44
H 1.91 -0.10 0.79
*
```

Calculated values
SMILES string: [H][H].C=COC.C=O
HOMO-LUMO gap in eV: 10.00
LUMO in eV: 0.98



Of them, ii has the lowest stability.



i.
Formula: C4H10O2
Source: the OMol25 dataset
Level of theory: ωB97M-V/def2-TZVPD

The geometry in ORCA input format:
```
! wB97M-V def2-TZVPD RIJCOSX def2/J DEFGRID3
* xyz 0 1
C 2.10 0.57 -0.25
C 1.67 -0.63 0.57
C 0.65 -1.42 0.20
O 0.43 -2.20 -1.02
C -0.42 -2.03 1.25
H 2.98 0.41 -0.87
H 2.57 1.39 0.36
H 1.45 1.12 -1.01
H 1.73 -0.40 1.71
H 1.32 -2.22 -1.27
H -1.32 -1.61 0.87
H -0.14 -1.60 2.29
H -0.38 -3.12 1.41
H -4.74 3.42 -1.18
H -3.63 4.35 -1.23
O -4.28 3.96 -1.83
*
```

Calculated values
SMILES string: C/C=C(/C)O.O
HOMO-LUMO gap in eV: 9.51
LUMO in eV: 0.65



ii.
Formula: C4H10O2
Source: the OMol25 dataset
Level of theory: ωB97M-V/def2-TZVPD

The geometry in ORCA input format:
```
! wB97M-V def2-TZVPD RIJCOSX def2/J DEFGRID3
* xyz 0 1
C -0.58 0.69 -2.36
O -0.95 0.32 -1.05
C 0.04 -0.42 -0.37
C -0.23 -0.26 1.13
C 0.98 -0.64 1.98
O -0.54 1.09 1.41
H 0.43 1.13 -2.38
H -0.59 -0.18 -3.04
H -1.30 1.43 -2.71
H 1.04 -0.01 -0.60
H 0.02 -1.47 -0.67
H -1.09 -0.91 1.40
H 0.88 -0.15 2.95
H 1.91 -0.28 1.52
H 1.06 -1.72 2.13
H -1.08 1.38 0.67
*
```

Calculated values
SMILES string: COC[C@@H](C)O
HOMO-LUMO gap in eV: 11.10
LUMO in eV: 1.00



iii.
Formula: C4H10O2
Source: the OMol25 dataset
Level of theory: ωB97M-V/def2-TZVPD

The geometry in ORCA input format:
```
! wB97M-V def2-TZVPD RIJCOSX def2/J DEFGRID3
* xyz 0 1
C -1.53 -1.31 -0.40
O -0.88 -0.37 0.43
C 0.13 0.39 -0.24
C -0.03 1.84 0.19
C 1.53 -0.17 0.15
O 1.43 -1.44 0.76
H -2.23 -0.81 -1.09
H -0.84 -1.92 -0.99
H -2.10 -1.97 0.26
H -0.04 0.31 -1.32
H -1.03 2.20 -0.07
H 0.71 2.49 -0.27
H 0.10 1.90 1.28
H 2.16 -0.28 -0.73
H 2.04 0.53 0.83
H 0.58 -1.41 1.22
*
```

Calculated values
SMILES string: CO[C@@H](C)CO
HOMO-LUMO gap in eV: 11.01
LUMO in eV: 1.03



iv.
Formula: C4H10O2
Source: the OMol25 dataset
Level of theory: ωB97M-V/def2-TZVPD

The geometry in ORCA input format:
```
! wB97M-V def2-TZVPD RIJCOSX def2/J DEFGRID3
* xyz 0 1
C -1.95 1.50 1.25
O -1.85 0.66 0.12
C -0.60 0.71 -0.52
C 0.20 -0.55 -0.21
O 1.41 -0.48 -0.94
C 2.21 -1.61 -0.76
H -2.91 1.29 1.73
H -1.14 1.32 1.97
H -1.92 2.56 0.96
H -0.76 0.78 -1.60
H -0.02 1.60 -0.22
H 0.40 -0.63 0.87
H -0.39 -1.43 -0.50
H 2.44 -1.79 0.31
H 1.74 -2.52 -1.17
H 3.15 -1.42 -1.29
*
```

Calculated values
SMILES string: COCCOC
HOMO-LUMO gap in eV: 10.89
LUMO in eV: 1.06



Of them, i has the lowest stability.



i.
Formula: C4H10O2
Source: the OMol25 dataset
Level of theory: ωB97M-V/def2-TZVPD

The geometry in ORCA input format:
```
! wB97M-V def2-TZVPD RIJCOSX def2/J DEFGRID3
* xyz 0 1
O 2.04 -3.27 -1.18
C 2.32 -2.10 -1.10
C 1.44 -1.01 -1.62
C 0.01 -1.06 -1.07
C -0.67 0.30 -1.03
H 3.27 -1.84 -0.59
H 1.90 -0.05 -1.36
H 1.45 -1.07 -2.71
H -0.55 -1.73 -1.71
H -0.05 -1.51 -0.09
H -1.49 0.31 -0.32
H -1.04 0.72 -1.96
H 0.00 1.04 -0.59
H -2.15 3.59 4.88
H -3.63 3.56 5.23
O -2.85 4.15 5.21
*
```

Calculated values
SMILES string: CCCC=O.O
HOMO-LUMO gap in eV: 10.63
LUMO in eV: 0.81



ii.
Formula: C4H10O2
Source: the OMol25 dataset
Level of theory: ωB97M-V/def2-TZVPD

The geometry in ORCA input format:
```
! wB97M-V def2-TZVPD RIJCOSX def2/J DEFGRID3
* xyz 0 1
C -1.72 0.02 -0.82
O -1.08 -0.62 0.28
C -1.58 -0.82 -2.07
H -1.30 1.02 -0.95
H -2.76 0.04 -0.51
H -0.16 -0.86 0.14
H -2.02 -1.80 -1.89
H -0.56 -0.93 -2.43
H -2.15 -0.39 -2.90
C 1.71 1.20 0.03
C 1.17 0.76 1.18
O 1.69 -0.33 1.81
H 1.12 1.69 -0.73
H 2.79 1.25 -0.04
H 0.41 1.23 1.78
H 2.54 -0.54 1.40
*
```

Calculated values
SMILES string: C=CO.CCO
HOMO-LUMO gap in eV: 9.57
LUMO in eV: 0.89



iii.
Formula: C4H10O2
Source: the OMol25 dataset
Level of theory: ωB97M-V/def2-TZVPD

The geometry in ORCA input format:
```
! wB97M-V def2-TZVPD RIJCOSX def2/J DEFGRID3
* xyz 0 1
C 1.99 -0.67 0.68
O 0.50 -1.11 0.52
C 2.01 0.17 1.92
H 2.44 -1.70 0.67
H 2.57 -0.19 -0.16
H -0.17 -0.58 0.99
H 1.75 1.20 1.68
H 1.17 -0.29 2.48
H 2.92 0.07 2.52
O -3.30 -0.38 -2.81
C -2.91 0.47 -1.99
C -1.59 0.42 -1.31
H -3.57 1.39 -1.81
H -1.15 -0.54 -1.70
H -1.71 0.44 -0.16
H -0.96 1.30 -1.53
*
```

Calculated values
SMILES string: CC=O.CCO
HOMO-LUMO gap in eV: 10.64
LUMO in eV: 0.76



Of them, ii has the lowest stability.



i.
Formula: C4H6BrN
Source: the OMol25 dataset
Level of theory: ωB97M-V/def2-TZVPD

The geometry in ORCA input format:
```
! wB97M-V def2-TZVPD RIJCOSX def2/J DEFGRID3
* xyz 0 3
C -1.27 -1.00 -0.51
C 0.25 0.99 -0.93
C 0.72 -0.64 0.98
C -0.32 0.09 0.15
N -1.96 -1.77 -0.99
Br -1.52 1.15 1.34
H 0.88 1.75 -0.47
H 0.85 0.40 -1.63
H -0.55 1.48 -1.48
H 1.40 0.08 1.44
H 1.29 -1.31 0.34
H 0.24 -1.22 1.77
*
```

Calculated values
HOMO-LUMO gap (spin up / spin down) in eV: 6.31 / 6.88
LUMO (spin up / spin down) in eV: 0.65 / -4.47



ii.
Formula: C4H6BrN
Source: the OMol25 dataset
Level of theory: ωB97M-V/def2-TZVPD

The geometry in ORCA input format:
```
! wB97M-V def2-TZVPD RIJCOSX def2/J DEFGRID3
* xyz 0 3
C -0.36 -0.64 -0.48
C 0.64 0.44 -0.22
C -0.99 -1.75 0.23
C 0.55 1.86 0.24
N -0.18 -0.06 -1.58
Br 2.47 -0.22 -0.46
H -1.59 -1.35 1.03
H -0.35 -2.49 0.70
H -1.73 -2.30 -0.51
H -0.45 2.02 0.37
H 1.02 2.44 -0.50
H 0.98 2.05 1.18
*
```

Calculated values
HOMO-LUMO gap (spin up / spin down) in eV: 5.90 / 7.11
LUMO (spin up / spin down) in eV: 0.86 / -2.79



Of them, ii has the lowest stability.



i.
Formula: C4H5O2P
Source: the OMol25 dataset
Level of theory: ωB97M-V/def2-TZVPD

The geometry in ORCA input format:
```
! wB97M-V def2-TZVPD RIJCOSX def2/J DEFGRID3
* xyz 0 1
C 0.49 1.41 0.19
C 1.65 0.72 0.16
C -0.69 0.57 0.15
C -0.33 -0.72 0.07
O -1.93 1.06 0.15
O -1.63 -1.92 -0.09
P 1.41 -1.08 0.23
H 0.41 2.48 0.21
H 2.63 1.17 0.17
H -2.54 0.31 0.10
H -1.12 -2.72 -0.21
H 1.66 -1.29 -1.13
*
```

Calculated values
SMILES string: OC1=CC=[PH]=C1O
HOMO-LUMO gap in eV: 9.24
LUMO in eV: 0.58



ii.
Formula: C4H5O2P
Source: the OMol25 dataset
Level of theory: ωB97M-V/def2-TZVPD

The geometry in ORCA input format:
```
! wB97M-V def2-TZVPD RIJCOSX def2/J DEFGRID3
* xyz 0 1
C 0.62 -0.31 -0.90
C -0.09 -0.51 0.17
C 1.83 -0.11 -0.15
C 0.98 -0.18 1.14
O 2.99 -0.07 -0.39
O -1.65 -0.64 0.49
P -2.71 0.31 -0.33
H 0.35 -0.35 -1.93
H 0.77 0.84 1.59
H 1.10 -0.97 2.00
H -1.92 0.22 -1.50
H -2.25 1.77 -0.20
*
```

Calculated values
HOMO-LUMO gap in eV: 10.14
LUMO in eV: 0.09



Of them, ii has the lowest stability.



i.
Formula: C2H4O3
Source: the OMol25 dataset
Level of theory: ωB97M-V/def2-TZVPD

The geometry in ORCA input format:
```
! wB97M-V def2-TZVPD RIJCOSX def2/J DEFGRID3
* xyz 0 3
C -0.28 0.41 -0.12
C 0.80 -0.67 -0.16
O -0.15 1.45 -0.98
O -0.04 1.63 0.45
O -1.59 -0.10 0.10
H 0.91 -1.09 0.83
H 1.75 -0.38 -0.54
H 0.36 -1.51 -0.56
H -1.75 0.25 0.98
*
```

Calculated values
HOMO-LUMO gap (spin up / spin down) in eV: 7.59 / 10.13
LUMO (spin up / spin down) in eV: 0.82 / -1.69



ii.
Formula: C2H4O3
Source: the OMol25 dataset
Level of theory: ωB97M-V/def2-TZVPD

The geometry in ORCA input format:
```
! wB97M-V def2-TZVPD RIJCOSX def2/J DEFGRID3
* xyz 0 3
C 1.06 1.85 -1.52
C -1.48 -1.59 0.15
O 0.02 1.30 -1.32
O -0.53 -1.52 2.71
O -1.04 -2.11 1.09
H 1.28 2.33 -2.63
H 1.94 1.98 -0.81
H -1.66 -0.57 -0.23
H 0.41 -1.66 2.57
*
```

Calculated values
HOMO-LUMO gap (spin up / spin down) in eV: 7.80 / 9.68
LUMO (spin up / spin down) in eV: 0.51 / -0.84



Of them, i has the lowest stability.